Entry 1:
Entry from the Open Molecules 2025 dataset: a cluster of 2 separate species, C5H11O3 in total in a non-equilibrium geometry (ωB97M-V/def2-TZVPD).

Geometry as XYZ:
```
19
Properties=species:S:1:pos:R:3:forces:R:3
C -2.244536 -2.230571 1.543545 0.563 -0.121 -1.152
C -0.977394 -2.230143 0.600227 -0.677 -0.309 1.494
O -0.093515 -1.402436 0.984020 -0.051 -0.359 -0.409
O -0.945707 -3.087465 -0.286044 0.295 0.197 -0.381
H -1.966128 -2.820789 2.414408 -0.036 0.410 0.364
H -3.070307 -2.746324 1.067490 -0.178 -0.092 -0.201
H -2.519032 -1.195987 1.725281 -0.011 -0.009 0.583
C 0.648208 0.955484 -0.636813 0.614 0.517 -0.567
C 1.521402 1.578554 0.480879 -0.537 0.170 -0.871
C 0.730573 1.890028 -1.865627 -0.463 -0.344 -0.044
O 1.092862 -0.309232 -0.999587 0.730 -0.388 -0.377
H -0.403109 0.876641 -0.335077 0.033 0.235 0.258
H 1.671873 0.851809 1.263028 0.061 -0.050 0.376
H 1.744691 2.077368 -2.229538 0.106 -0.052 0.408
H 0.192845 1.508331 -2.736285 -0.163 -0.278 0.180
H 0.251011 2.827848 -1.600662 0.093 0.385 -0.003
H 0.847241 -0.957506 -0.274625 -0.320 0.464 -0.130
H 1.053299 2.493591 0.836282 -0.239 0.025 0.428
H 2.465722 1.920799 0.049097 0.181 -0.403 0.044
```
Positions in Å, forces in eV/Å.

The charge is -1. The energy relative to the best compared isomer or geometry (same formula, charge and spin) comes out at 8.5 kcal/mol. The value obtained for the LUMO energy is 0.1442 hartree. As for the orbital gap: 8.4 eV. As for the spin multiplicity: 1.

Here are the natural (NBO) charges for atoms 1 to 2, given in e: -0.741 0.788

Entry 2:
Entry from the Open Molecules 2025 dataset: a cluster of 2 separate species, C5H11O3 in total in a non-equilibrium geometry (ωB97M-V/def2-TZVPD).

Geometry as XYZ:
```
19
Properties=species:S:1:pos:R:3:forces:R:3
C 1.770014 -1.169392 0.554752 -0.923 1.775 -3.021
C 0.559967 -1.793716 -0.272167 -0.911 -0.395 -0.789
C 3.065929 -0.864660 -0.301412 -0.978 -0.923 -0.469
O 1.276355 0.060439 1.066344 -0.530 0.335 -1.066
H 2.153987 -1.639307 1.417461 -0.081 -1.438 0.890
H 0.276715 -1.155148 -1.139465 0.444 0.806 0.975
H 2.956550 -0.408842 -1.316465 -0.490 -0.718 0.636
H 3.537955 -0.095209 0.253340 0.870 0.555 0.741
H 3.692885 -1.776310 -0.340548 -0.105 0.489 -0.185
H 0.741619 0.503425 0.325048 0.238 -0.069 1.146
H -0.431730 -1.810851 0.333602 1.898 -0.428 -0.828
H 0.683028 -2.682053 -0.989256 0.305 0.222 1.981
C -2.173721 0.775645 1.035849 -0.807 0.858 0.528
C -1.782088 1.041608 -0.464478 0.853 0.343 2.287
O -0.583667 1.492670 -0.515367 -0.641 -0.486 -0.989
O -2.632990 0.820315 -1.318701 0.053 0.038 -0.915
H -3.068578 0.138099 1.183683 0.066 0.644 -0.317
H -2.283011 1.782512 1.600788 0.114 -1.647 -0.921
H -1.377615 0.219381 1.498343 0.625 0.039 0.317
```
Positions in Å, forces in eV/Å.

The charge is -1. The energy relative to the best compared isomer or geometry (same formula, charge and spin) comes out at 30.6 kcal/mol. The value obtained for the LUMO energy is 0.1380 hartree. As for the orbital gap: 8.1 eV. As for the spin multiplicity: 1.

Here are the natural (NBO) charges for atoms 1 to 2, given in e: 0.109 -0.689

Entry 3:
Entry from the Open Molecules 2025 dataset: a cluster of 2 separate species, C5H11O3 in total in a non-equilibrium geometry (ωB97M-V/def2-TZVPD).

Geometry as XYZ:
```
19
Properties=species:S:1:pos:R:3:forces:R:3
H -0.844974 -0.521115 4.218744 -0.026 0.147 0.075
C -4.058233 -2.484833 4.579911 0.521 -0.489 -0.131
C -4.353038 -1.869237 5.890485 0.246 0.430 0.824
C -4.510682 -1.769913 3.380194 0.103 0.736 -0.574
O -3.601964 -2.004441 2.267068 -0.660 0.090 -0.984
C -4.152147 -1.629339 1.075189 -1.270 0.596 -0.615
O -5.253384 -1.101057 0.962276 1.502 -0.722 0.665
C -3.359689 -1.917115 -0.189364 0.158 -0.095 0.305
H -3.096405 -3.000325 4.485958 -0.507 -0.091 -0.025
H -3.511148 -2.063724 6.550289 -0.011 -0.106 0.255
H -4.342256 -0.786803 5.733120 -0.221 0.186 0.209
H -5.263192 -2.091402 6.486640 0.246 -0.216 -0.789
H -5.525135 -1.977133 2.995629 0.274 0.095 0.533
H -4.423763 -0.685179 3.611411 -0.459 -0.336 -0.269
H -2.368184 -2.323689 0.000850 -0.040 0.000 0.024
H -3.941946 -2.626354 -0.796351 0.182 0.185 0.287
H -3.280948 -0.992061 -0.776795 -0.035 -0.243 0.303
O -0.222019 0.068445 4.662948 0.971 -0.761 -0.393
H 0.649615 -0.351046 4.464769 -0.972 0.594 0.301
```
Positions in Å, forces in eV/Å.

The energy relative to the best compared isomer or geometry (same formula, charge and spin) comes out at 6.4 kcal/mol. Its expectation value of S² is 0.7535. The value obtained for the LUMO energy (spin up / spin down) is 0.0236 / 0.0046 hartree. As for the orbital gap (spin up / spin down): 8.9 / 10.6 eV. As for the spin multiplicity: 2.

Here are the natural (NBO) charges for atoms 1 to 2, given in e: 0.467 -0.100

Entry 4:
Entry from the Open Molecules 2025 dataset: an isolated molecule of C5H11O6 in a non-equilibrium geometry (ωB97M-V/def2-TZVPD).

Geometry as XYZ:
```
22
Properties=species:S:1:pos:R:3:forces:R:3
H 0.697312 -0.261786 1.454113 0.089 -0.412 -0.303
C 1.058914 -0.686557 0.500137 -0.621 -0.810 0.473
C -0.068353 -0.652907 -0.602889 0.695 1.235 0.030
C 0.625854 -0.711443 -1.960883 -0.273 0.254 -0.212
C -0.923519 0.700451 -0.455163 0.015 -0.816 0.463
C -1.724270 0.867698 0.872149 -0.089 0.358 -0.613
O -2.409131 -0.359350 1.181865 0.216 0.488 0.544
O -0.069476 1.891014 -0.606404 0.578 -0.454 1.757
O 0.685940 2.069069 0.517796 -1.177 0.066 -1.861
O -0.904792 -1.785391 -0.490897 -0.487 0.908 0.877
O 2.197464 0.023736 0.096909 1.141 0.684 0.417
O 3.083508 0.094569 1.289366 -0.563 0.293 -0.954
H 3.523141 0.959110 1.131235 -0.511 -0.617 -0.058
H 1.358308 -1.742259 0.605833 -0.390 0.175 0.234
H 1.280656 0.155205 -2.075863 0.005 -0.169 -0.051
H 1.222567 -1.624269 -2.020379 -0.016 0.096 0.050
H -0.086382 -0.719428 -2.797627 0.000 -0.015 0.350
H -1.670239 0.758440 -1.260674 0.593 0.008 -0.114
H -1.032838 1.215557 1.661090 -0.497 -0.393 -0.218
H -2.499535 1.634706 0.664679 0.553 -0.138 0.299
H -2.793941 -0.274030 2.069719 0.194 -0.124 -0.460
H -1.551196 -1.552145 0.225879 0.546 -0.616 -0.651
```
Positions in Å, forces in eV/Å.

The energy relative to the best compared isomer or geometry (same formula, charge and spin) comes out at 17.8 kcal/mol. Its expectation value of S² is 0.7541. The value obtained for the LUMO energy (spin up / spin down) is 0.0154 / -0.0368 hartree. As for the orbital gap (spin up / spin down): 10.2 / 8.7 eV. As for the spin multiplicity: 2.

Here are the natural (NBO) charges for atoms 1 to 2, given in e: 0.188 -0.114

Entry 5:
Entry from the Open Molecules 2025 dataset: a structure of composition C5H11OS in a non-equilibrium geometry (ωB97M-V/def2-TZVPD).

Geometry as XYZ:
```
18
Properties=species:S:1:pos:R:3:forces:R:3
C -0.172143 2.061227 -0.509307 0.317 -0.693 -0.906
O 0.172993 1.484090 0.708825 -0.093 -2.502 0.997
C -1.652932 2.006170 -0.790738 -1.201 1.177 0.336
C -2.464136 3.088461 -0.648835 0.825 -2.917 -0.789
H 0.324493 1.452682 -1.304672 -0.093 0.655 -0.041
H 0.231633 3.093579 -0.547034 -0.339 -0.483 -0.007
H 0.061178 0.357709 0.643824 0.307 4.285 0.214
H -2.069150 1.003834 -1.061493 0.272 0.975 0.181
H -3.511222 3.013011 -0.871061 -0.367 0.041 0.064
H -2.077776 4.017449 -0.351777 0.508 1.153 0.318
C 1.467511 -3.460571 0.412196 1.394 -0.313 0.488
C 1.460121 -2.004306 0.842659 -0.196 -0.239 0.310
S -0.078382 -1.263598 0.155175 0.731 -1.500 0.195
H 1.464466 -3.498715 -0.679998 0.137 -0.250 0.160
H 0.576794 -3.950797 0.777965 -0.081 -0.355 0.106
H 2.402912 -3.954284 0.834599 -1.208 0.354 -0.649
H 2.363560 -1.523723 0.418612 -0.673 0.318 0.281
H 1.500073 -1.922214 1.971053 -0.239 0.295 -1.258
```
Positions in Å, forces in eV/Å.

The energy relative to the best compared isomer or geometry (same formula, charge and spin) comes out at 32.7 kcal/mol. Its expectation value of S² is 0.7530. The value obtained for the LUMO energy (spin up / spin down) is 0.0282 / -0.1082 hartree. As for the orbital gap (spin up / spin down): 9.8 / 6.1 eV. As for the spin multiplicity: 2.

Here are the natural (NBO) charges for atoms 1 to 2, given in e: -0.103 -0.782

Entry 6:
Entry from the Open Molecules 2025 dataset: a cluster of 2 separate species, C5H11OS2 in total in a non-equilibrium geometry (ωB97M-V/def2-TZVPD).

Geometry as XYZ:
```
19
Properties=species:S:1:pos:R:3:forces:R:3
C -2.495566 0.021405 0.164189 -0.410 -0.656 0.370
C -2.206605 -1.506112 0.209315 0.679 1.088 0.238
O -3.297783 -2.217722 0.531099 -0.071 -0.547 -0.025
C -1.376738 0.886699 0.713742 0.996 0.252 -0.663
S -0.513805 1.942489 -0.484636 -0.235 -0.154 0.193
S 2.818984 -1.230873 0.439083 0.076 -0.435 0.228
C 1.958806 0.188364 -0.134401 -0.032 1.163 -1.049
C 2.596535 0.924210 -1.329245 0.963 0.446 0.077
H -2.742242 0.128007 -0.890949 0.004 1.022 0.118
H -3.366975 0.245542 0.785913 -0.188 -0.346 -0.318
H -1.448904 -1.654913 1.014872 -0.321 -0.329 -0.032
H -1.698594 -1.781423 -0.735614 -0.203 -0.396 0.247
H -1.670653 1.603306 1.466242 -0.600 0.143 0.268
H -0.635290 0.276902 1.258074 0.011 0.167 -0.323
H 0.907772 -0.005980 -0.351149 0.053 -0.346 0.132
H 1.964901 0.937127 0.667054 -0.034 -0.333 0.345
H 3.687427 0.827806 -1.252324 -0.193 -0.083 -0.110
H 2.308057 0.617356 -2.329446 -0.216 -0.515 0.068
H 2.418890 2.004741 -1.307403 -0.279 -0.139 0.238
```
Positions in Å, forces in eV/Å.

The energy relative to the best compared isomer or geometry (same formula, charge and spin) comes out at 41.4 kcal/mol. Its expectation value of S² is 1.7587. The value obtained for the LUMO energy (spin up / spin down) is -0.0615 / -0.0788 hartree. As for the orbital gap (spin up / spin down): 7.7 / 6.9 eV. As for the spin multiplicity: 2.

Here are the natural (NBO) charges for atoms 1 to 2, given in e: -0.447 -0.125